1.
Density functional theory data (ωB97M-V with the def2-TZVPD basis set) for a 2-piece molecular cluster, C4H13NO overall at a distorted geometry.

XYZ file:
```
19
Properties=species:S:1:pos:R:3:mulliken_charge:R:1
C 2.1338 -1.4594 0.8655 -1.239
C 2.6124 -2.2618 -0.3047 -0.054
C 3.0009 -1.4324 -1.5433 -1.184
H 2.6953 -0.5858 1.0277 0.358
H 2.1483 -2.0394 1.7056 0.376
H 1.1092 -1.1617 0.8002 0.313
H 1.9185 -3.0297 -0.6027 0.265
H 3.5752 -2.9396 -0.0171 0.196
H 3.4625 -0.4729 -1.1803 0.269
H 3.7267 -1.8163 -2.1742 0.371
H 2.2182 -1.0743 -2.1470 0.328
N -2.5727 2.5406 0.7387 -0.469
C -3.8487 1.8245 0.7442 -0.159
O -4.8382 2.4811 -0.1098 -0.542
H -1.9656 2.3861 -0.0025 0.203
H -2.6872 3.4927 1.0390 0.222
H -3.7866 0.7478 0.4097 0.265
H -4.4191 2.0677 1.7415 0.200
H -4.4830 2.7328 -0.9904 0.281
```

The SMILES is CCC.NCO. For the HOMO energy, the calculation gives -9.54 eV. The calculation puts the relative energy (zero: lowest compared OMol25 entry of this formula, charge and spin) at 149.9 kJ/mol. For the LUMO energy, the calculation gives 0.84 eV. The value obtained for the HOMO-LUMO gap is 10.38 eV.

=====

2.
Density functional theory data (ωB97M-V with the def2-TZVPD basis set) for a 2-piece molecular cluster, C4H13NO overall at a distorted geometry.

XYZ file:
```
19
Properties=species:S:1:pos:R:3:mulliken_charge:R:1
C -0.5658 0.5501 1.9865 -0.897
C -0.0401 1.7850 1.2551 -0.232
C 1.2466 1.4987 0.4814 -0.839
H -0.4531 -0.3692 1.4105 0.026
H -1.6307 0.6327 2.2261 0.319
H -0.0924 0.3898 2.9542 0.360
H 0.1356 2.5483 2.0149 0.288
H -0.8002 2.1105 0.5464 0.258
H 0.9551 0.9562 -0.4091 0.031
H 1.7666 2.4195 0.1905 0.344
H 2.0363 1.0339 1.0748 0.339
N -1.0016 -1.9260 -0.9522 -0.514
C -0.2980 -2.0189 -2.2016 -0.299
O 0.4752 -0.8645 -2.5233 -0.532
H -0.4504 -1.9182 -0.1066 0.239
H -1.7154 -1.2083 -0.9362 0.251
H 0.3524 -2.8884 -2.1761 0.316
H -1.0424 -2.0458 -2.9860 0.280
H 1.1224 -0.6856 -1.8492 0.263
```

The SMILES is CCC.NCO. For the HOMO energy, the calculation gives -9.59 eV. The calculation puts the relative energy (zero: lowest compared OMol25 entry of this formula, charge and spin) at 62.1 kJ/mol. For the LUMO energy, the calculation gives 0.98 eV. The value obtained for the HOMO-LUMO gap is 10.57 eV.

=====

3.
Density functional theory data (ωB97M-V with the def2-TZVPD basis set) for a 2-piece molecular cluster, C4H13NO overall at a distorted geometry.

XYZ file:
```
19
Properties=species:S:1:pos:R:3:mulliken_charge:R:1
C -0.0759 0.7170 1.8283 -1.347
C -0.0747 -0.5668 1.0949 -0.185
N -0.0762 -0.3626 -0.3306 0.204
C -0.2801 -1.6806 -1.0486 -1.031
C -1.0063 0.7022 -0.8378 -1.131
H 0.8145 1.4472 1.6173 0.227
H -0.9220 1.3723 1.6868 0.380
H 0.0020 0.4414 2.8127 0.450
H -1.0273 -1.0844 1.3625 0.242
H 0.8487 -1.2182 1.3000 0.283
H -1.3200 -2.0624 -1.0157 0.348
H 0.4526 -2.4929 -0.7085 0.289
H -0.0450 -1.4825 -2.1128 0.320
H -2.0080 0.2434 -0.8254 0.339
H -1.0357 1.7213 -0.3407 0.315
H -0.6355 0.8966 -1.8529 0.348
O 2.5178 1.1514 -0.7838 -0.656
H 1.9132 0.3771 -0.9857 0.329
H 1.9580 1.8806 -0.8599 0.278
```

The SMILES is CCN(C)C.O. For the HOMO energy, the calculation gives -8.72 eV. The calculation puts the relative energy (zero: lowest compared OMol25 entry of this formula, charge and spin) at 140.1 kJ/mol. For the LUMO energy, the calculation gives 0.90 eV. The value obtained for the HOMO-LUMO gap is 9.62 eV.

=====

4.
Density functional theory data (ωB97M-V with the def2-TZVPD basis set) for a 2-piece molecular cluster, C4H13NO overall at a distorted geometry.

XYZ file:
```
19
Properties=species:S:1:pos:R:3:mulliken_charge:R:1
C -0.7836 -0.1153 2.0912 -1.265
C 0.1747 0.1205 0.8510 -0.248
N 0.1371 -0.8898 -0.1573 -0.030
C 0.4536 -2.2750 0.1379 -0.994
C 0.8136 -0.3917 -1.3901 -0.990
H -0.2093 -0.4764 2.9547 0.305
H -1.3634 -1.0300 1.9315 0.362
H -1.5550 0.6619 2.2156 0.358
H -0.5606 0.9198 0.6230 0.117
H 1.1587 0.5898 0.9405 0.470
H 1.4908 -2.4898 -0.0951 0.344
H 0.3221 -2.6197 1.1841 0.336
H -0.2464 -2.8612 -0.4679 0.277
H 0.7518 0.6992 -1.3636 0.333
H 0.3271 -0.6886 -2.3751 0.266
H 1.8875 -0.6482 -1.4156 0.367
O -1.1976 3.8325 -1.6589 -0.641
H -0.3853 4.3313 -1.5342 0.317
H -1.2159 3.3307 -2.4718 0.315
```

The SMILES is CCN(C)C.O. For the HOMO energy, the calculation gives -8.05 eV. The calculation puts the relative energy (zero: lowest compared OMol25 entry of this formula, charge and spin) at 211.1 kJ/mol. For the LUMO energy, the calculation gives 0.83 eV. The value obtained for the HOMO-LUMO gap is 8.89 eV.

=====

What is the formula in the second record? C4H13NO